--- P ---
Formula: C7H12NO
Source: the Open Molecules 2025 dataset
Level of theory: wB97M-V/def2-TZVPD

ORCA input file:
```
! wB97M-V def2-TZVPD RIJCOSX def2/J DEFGRID3
* xyz 1 1
C -0.18 -1.43 -1.87
C -0.27 -0.86 -0.65
C 0.72 -0.93 0.48
C 1.19 0.38 1.04
C 2.45 0.99 0.32
O -0.01 1.25 0.97
C -1.46 -0.28 -0.15
N -2.45 -0.33 0.71
C -2.72 0.48 -0.53
H -0.85 -1.48 -2.60
H 0.81 -1.93 -2.19
H 0.14 -1.60 1.20
H 1.64 -1.28 0.09
H 1.49 0.35 2.11
H 3.06 0.26 -0.17
H 3.06 1.47 1.02
H 2.22 1.59 -0.54
H 0.15 2.40 0.73
H -2.73 -0.53 1.64
H -2.86 1.57 -0.47
H -3.39 -0.11 -1.15
*
```

Calculated values
* highest occupied orbital energy: -14.28 eV
* Kohn-Sham gap: 9.654 eV
* SMILES: C=C(C[C@@H](C)O)C1=[NH+]C1

---

--- Q ---
Formula: C7H12NO
Source: the Open Molecules 2025 dataset
Level of theory: wB97M-V/def2-TZVPD

ORCA input file:
```
! wB97M-V def2-TZVPD RIJCOSX def2/J DEFGRID3
* xyz 1 1
C 1.34 -0.20 -0.90
C 0.69 0.69 1.46
C 0.45 0.39 -2.02
C -0.18 -1.95 1.75
C 0.67 0.68 0.06
C 0.28 -0.71 2.31
C -1.83 0.84 -0.67
N -0.39 1.10 -0.93
O 1.08 -1.72 2.26
H 1.10 -1.28 -0.80
H 2.49 -0.24 -0.79
H 1.71 0.82 1.85
H -0.02 1.36 1.96
H 0.79 1.04 -2.89
H -0.10 -0.61 -2.53
H -1.01 -2.43 2.25
H -0.06 -2.20 0.71
H -2.50 1.28 -1.53
H -1.93 -0.23 -0.76
H -2.18 1.26 0.28
H -0.39 2.11 -1.07
*
```

Calculated values
* highest occupied orbital energy (alpha / beta): -12.23 / -12.51 eV
* Kohn-Sham gap (alpha / beta): 7.578 / 8.677 eV

---

Stability summary: most stable P, least stable Q.

---

--- P ---
Formula: C2H4IN2
Source: the Open Molecules 2025 dataset
Level of theory: wB97M-V/def2-TZVPD

ORCA input file:
```
! wB97M-V def2-TZVPD RIJCOSX def2/J DEFGRID3
* xyz 1 1
C 1.24 -0.04 0.48
C 0.01 1.34 -1.11
N 0.29 0.35 -0.31
N -0.61 2.01 -1.89
I -1.18 -3.38 1.50
H 2.19 0.42 0.62
H 1.19 -1.05 0.96
H -2.35 -2.51 2.17
H -0.77 2.85 -2.41
*
```

Calculated values
* highest occupied orbital energy: -12.92 eV
* Kohn-Sham gap: 6.352 eV

---

--- Q ---
Formula: C2H4IN2
Source: the Open Molecules 2025 dataset
Level of theory: wB97M-V/def2-TZVPD

ORCA input file:
```
! wB97M-V def2-TZVPD RIJCOSX def2/J DEFGRID3
* xyz 1 1
C -0.46 -1.19 -0.33
C 1.39 0.26 -1.05
N 0.41 -0.45 -0.79
N 2.38 0.90 -1.29
I -3.06 0.80 2.78
H -0.38 -1.87 0.39
H -1.49 -1.26 -0.69
H -1.51 1.17 3.02
H 2.73 1.64 -2.03
*
```

Calculated values
* highest occupied orbital energy: -12.90 eV
* Kohn-Sham gap: 6.157 eV

---

Stability summary: most stable P, least stable Q.

---

--- P ---
Formula: C9H17N2
Source: the Open Molecules 2025 dataset
Level of theory: wB97M-V/def2-TZVPD

ORCA input file:
```
! wB97M-V def2-TZVPD RIJCOSX def2/J DEFGRID3
* xyz 1 1
C 2.60 -1.09 1.06
C 1.89 0.33 0.99
C 0.77 0.35 0.03
C -0.62 -0.28 0.22
C -1.22 -0.66 1.53
C -2.29 0.39 1.97
N -1.30 -0.11 -0.94
C -2.61 -0.28 -1.33
C -0.43 0.37 -1.87
N 0.77 0.54 -1.30
C 1.95 0.93 -2.18
H 3.74 -1.00 0.74
H 2.02 -1.73 0.38
H 2.66 -1.50 2.08
H 2.71 1.09 0.74
H 1.59 0.57 2.04
H -1.80 -1.56 1.62
H -0.32 -0.82 2.25
H -1.69 1.28 1.86
H -2.46 0.34 3.02
H -3.11 0.35 1.32
H -3.05 -0.91 -0.55
H -3.23 0.67 -1.35
H -2.76 -0.74 -2.32
H -0.61 0.25 -2.96
H 2.91 0.93 -1.55
H 2.04 0.32 -2.96
H 1.85 1.97 -2.54
*
```

Calculated values
* highest occupied orbital energy: -12.54 eV
* Kohn-Sham gap: 9.565 eV
* SMILES: CCc1c(CC)[n+](C)cn1C

---

--- Q ---
Formula: C9H17N2
Source: the Open Molecules 2025 dataset
Level of theory: wB97M-V/def2-TZVPD

ORCA input file:
```
! wB97M-V def2-TZVPD RIJCOSX def2/J DEFGRID3
* xyz 1 1
C -2.58 0.11 -0.68
C -3.14 0.36 0.77
C 2.07 -1.40 -0.56
C 1.33 -1.46 0.79
C 1.97 1.09 -0.54
C -1.01 -0.14 1.43
C 1.41 -0.18 -1.26
C 0.41 -0.29 0.58
C -1.12 0.56 -1.14
N 0.04 -0.29 -0.77
N 1.25 1.02 0.76
H -2.63 -0.96 -0.88
H -3.22 0.60 -1.41
H -3.73 -0.42 1.19
H 3.14 -1.26 -0.43
H 1.92 -2.31 -1.14
H 0.74 -2.37 0.89
H 1.96 -1.36 1.67
H 3.04 1.05 -0.40
H 1.71 2.00 -1.08
H -0.93 0.61 2.21
H -1.29 -1.10 1.84
H 1.53 -0.16 -2.34
H -0.96 1.60 -0.81
H -1.12 0.55 -2.23
H -3.28 1.38 1.07
H 0.61 1.80 0.89
H 1.87 0.96 1.58
*
```

Calculated values
* highest occupied orbital energy (alpha / beta): -12.27 / -12.27 eV
* Kohn-Sham gap (alpha / beta): 9.192 / 9.193 eV

---

Stability summary: most stable P, least stable Q.